1.
Computed, not measured: one molecule with the formula C21H24ClNO4S, with ωB97M-V with the def2-TZVPD basis set.

Atoms and positions in Å:
1 C 0.63 2.58 -0.48
2 O 0.32 1.24 -0.77
3 C -0.85 0.72 -0.24
4 C -1.76 1.41 0.53
5 C -2.90 0.78 1.00
6 C -3.16 -0.56 0.73
7 C -4.39 -1.30 1.23
8 C -5.31 -0.40 2.06
9 C -3.93 -2.47 2.11
10 C -5.18 -1.82 0.03
11 C -2.23 -1.25 -0.05
12 C -1.10 -0.63 -0.53
13 N -0.13 -1.29 -1.30
14 C 0.03 -2.61 -1.53
15 O -0.76 -3.48 -1.28
16 C 1.38 -2.93 -2.21
17 O 2.30 -1.85 -2.17
18 C 2.85 -1.59 -0.97
19 O 2.70 -2.28 0.00
20 C 3.60 -0.31 -0.97
21 C 3.46 0.48 0.17
22 C 4.07 1.73 0.25
23 S 3.77 2.65 1.72
24 C 4.84 4.11 1.55
25 C 4.85 2.18 -0.81
26 C 5.01 1.39 -1.93
27 C 4.39 0.15 -2.03
28 Cl 4.64 -0.80 -3.44
29 H 1.57 2.78 -1.00
30 H -0.14 3.26 -0.85
31 H 0.77 2.74 0.59
32 H -1.60 2.45 0.78
33 H -3.58 1.36 1.60
34 H -5.68 0.44 1.47
35 H -6.17 -0.98 2.39
36 H -4.80 -0.02 2.94
37 H -3.32 -3.16 1.55
38 H -4.80 -3.01 2.49
39 H -3.36 -2.10 2.96
40 H -4.59 -2.52 -0.56
41 H -6.08 -2.34 0.37
42 H -5.48 -1.00 -0.61
43 H -2.38 -2.29 -0.30
44 H 0.60 -0.66 -1.61
45 H 1.22 -3.16 -3.26
46 H 1.79 -3.81 -1.70
47 H 2.86 0.11 0.98
48 H 4.73 4.66 2.48
49 H 5.87 3.79 1.43
50 H 4.51 4.72 0.72
51 H 5.33 3.14 -0.78
52 H 5.62 1.73 -2.75

Properties
SMILES	COc1ccc(C(C)(C)C)cc1NC(=O)COC(=O)c1cc(SC)ccc1Cl
LUMO energy	0.25	eV
total charge	0
energy relative to the best compared isomer or geometry (same formula, charge and spin)	0.000	eV


2.
Computed, not measured: C21H24ClNW as an isolated structure at a distorted geometry, with ωB97M-V with the def2-TZVPD basis set.

Atoms and positions in Å:
1 C 0.23 0.72 -5.95
2 C 1.60 1.19 -5.53
3 C -0.03 -0.75 -5.85
4 C -0.91 1.63 -5.59
5 Cl 0.40 1.39 -1.35
6 H -0.10 -1.32 -6.81
7 H -0.95 -0.95 -5.27
8 H 0.70 -1.26 -5.20
9 H 2.29 1.55 -6.33
10 H 2.14 0.41 -4.96
11 H 1.55 1.99 -4.77
12 H -1.40 2.21 -6.41
13 H -0.64 2.35 -4.79
14 H -1.71 1.08 -5.05
15 C 2.20 -1.57 1.20
16 C 1.46 -2.35 0.28
17 C 1.46 -1.67 -1.00
18 H 1.05 -3.35 0.44
19 C 2.30 -0.48 -0.81
20 C 2.67 -0.41 0.55
21 H 3.27 0.39 0.96
22 H 2.50 -1.88 2.19
23 H 1.21 -2.13 -1.96
24 H 2.73 0.15 -1.59
25 C -2.44 1.28 0.68
26 C -2.61 0.05 1.38
27 C -2.43 -1.00 0.43
28 H -2.97 -0.05 2.39
29 C -2.22 -0.45 -0.89
30 C -2.30 1.00 -0.69
31 H -2.31 1.79 -1.46
32 H -2.50 2.28 1.08
33 H -2.55 -2.07 0.63
34 H -2.40 -0.97 -1.84
35 W -0.13 -0.35 -0.06
36 N 0.09 0.20 1.87
37 C 0.07 0.24 3.05
38 C 0.04 0.11 4.46
39 C -1.16 0.26 5.21
40 C -1.10 0.27 6.59
41 C 0.09 0.20 7.27
42 C 1.25 -0.08 6.55
43 C 1.25 -0.08 5.16
44 H -2.11 0.30 4.67
45 H -2.01 0.35 7.14
46 H 0.15 0.35 8.35
47 H 2.17 -0.26 7.06
48 H 2.15 -0.30 4.58

Properties
2S+1	3
LUMO energy (spin up / spin down)	-8.39 / -8.44	eV
total charge	+2
energy relative to the best compared isomer or geometry (same formula, charge and spin)	0.995	eV


3.
Computed, not measured: a 2-piece molecular cluster, C21H24F2NO2 overall at a distorted geometry, with ωB97M-V with the def2-TZVPD basis set.

Atoms and positions in Å:
1 C 5.18 1.24 1.95
2 C 3.84 0.62 1.91
3 C 2.70 1.39 1.69
4 F 2.88 2.74 1.53
5 C 1.42 0.88 1.63
6 C 1.21 -0.51 1.94
7 C -0.05 -1.10 2.15
8 C -1.33 -0.49 2.11
9 C -1.56 0.89 2.37
10 C -2.83 1.41 2.23
11 F -3.02 2.77 2.33
12 C -3.96 0.63 1.97
13 C -5.30 1.25 1.89
14 C -3.75 -0.75 1.79
15 C -2.48 -1.29 1.84
16 C 2.39 -1.31 2.05
17 C 3.65 -0.76 2.04
18 H 5.93 0.46 2.01
19 H 5.39 1.85 1.07
20 H 5.31 1.89 2.83
21 H 0.59 1.52 1.35
22 H -0.05 -2.18 2.31
23 H -0.74 1.54 2.68
24 H -6.05 0.47 1.83
25 H -5.52 1.87 2.76
26 H -5.42 1.89 1.00
27 H -4.62 -1.38 1.61
28 H -2.33 -2.35 1.64
29 H 2.26 -2.39 2.16
30 H 4.53 -1.40 2.16
31 C 4.47 -4.62 5.28
32 O 3.36 -4.94 4.42
33 C 2.27 -4.17 4.56
34 C 1.20 -4.57 3.53
35 C 0.75 -6.04 3.60
36 C -0.79 -5.99 3.67
37 C -1.16 -4.53 3.96
38 N 0.05 -3.74 3.73
39 O 2.17 -3.27 5.37
40 H 5.33 -5.05 4.77
41 H 4.58 -3.54 5.40
42 H 4.31 -5.10 6.25
43 H 1.66 -4.36 2.56
44 H 1.11 -6.53 2.69
45 H 1.17 -6.53 4.49
46 H -1.22 -6.29 2.70
47 H -1.17 -6.66 4.45
48 H -1.98 -4.19 3.31
49 H -1.51 -4.42 5.01
50 H 0.19 -2.98 4.38

Properties
LUMO energy	-5.68	eV
total charge	+1
energy relative to the best compared isomer or geometry (same formula, charge and spin)	0.527	eV


4.
Computed, not measured: a 8-piece molecular cluster, C21H24F5N3O15 overall at a distorted geometry, with ωB97M-V with the def2-TZVPD basis set.

Atoms and positions in Å:
1 O 5.08 -2.39 1.67
2 C 3.94 -2.78 1.70
3 O 3.41 -3.65 2.61
4 C 2.01 -3.61 2.39
5 C 1.81 -2.47 1.43
6 F 1.83 -1.36 2.26
7 O 3.02 -2.43 0.75
8 H 1.79 -4.57 2.00
9 H 1.54 -3.50 3.34
10 H 1.01 -2.45 0.71
11 O -0.50 -3.65 5.94
12 C -0.77 -2.61 5.38
13 O -1.96 -1.94 5.40
14 C -1.81 -0.75 4.59
15 C -0.32 -0.54 4.42
16 F 0.15 0.54 5.10
17 O 0.24 -1.73 4.92
18 H -2.46 -0.86 3.74
19 H -2.14 0.13 5.15
20 H -0.05 -0.37 3.38
21 O 3.18 8.91 -0.88
22 C 3.18 7.79 -0.60
23 O 2.73 6.76 -1.38
24 C 2.98 5.55 -0.65
25 C 3.89 6.01 0.51
26 F 5.22 5.84 0.18
27 O 3.65 7.36 0.59
28 H 2.02 5.14 -0.30
29 H 3.41 4.80 -1.34
30 H 3.68 5.45 1.42
31 O -1.09 -0.07 -1.34
32 C -0.73 -1.02 -1.93
33 O 0.31 -1.83 -1.62
34 C 0.22 -2.94 -2.57
35 C -0.99 -2.63 -3.50
36 F -1.96 -3.54 -3.31
37 O -1.38 -1.36 -3.10
38 H 1.12 -2.89 -3.14
39 H 0.06 -3.92 -2.09
40 H -0.75 -2.61 -4.53
41 O -5.52 -0.95 -2.80
42 C -5.08 0.15 -2.97
43 O -3.79 0.42 -2.72
44 C -3.61 1.87 -3.03
45 C -4.89 2.26 -3.75
46 F -4.64 2.40 -5.10
47 O -5.76 1.16 -3.52
48 H -3.46 2.39 -2.11
49 H -2.82 1.94 -3.76
50 H -5.34 3.17 -3.40
51 C -3.21 -4.14 0.33
52 C -2.41 -3.15 1.18
53 N -1.82 -2.40 1.85
54 H -4.20 -3.76 0.11
55 H -3.28 -5.08 0.83
56 H -2.64 -4.29 -0.64
57 C 3.41 -0.10 -1.73
58 C 3.21 -0.94 -2.91
59 N 3.05 -1.70 -3.76
60 H 3.75 0.87 -2.05
61 H 4.19 -0.44 -1.06
62 H 2.45 -0.08 -1.18
63 C -0.54 1.48 1.19
64 C 0.02 2.24 0.04
65 N 0.42 2.91 -0.80
66 H -0.21 0.43 1.10
67 H -1.63 1.53 1.19
68 H -0.23 1.98 2.13

Properties
SMILES	O=C1OC[C@@H](F)O1.O=C1OC[C@@H](F)O1.O=C1OC[C@@H](F)O1.O=C1OC[C@@H](F)O1.O=C1OC[C@@H](F)O1.CC#N.CC#N.CC#N
LUMO energy	-0.09	eV
total charge	0
energy relative to the best compared isomer or geometry (same formula, charge and spin)	0.954	eV